#P
# C3H8N2S2

C3H8N2S2 in the gas phase (ωB97M-V/def2-TZVPD, OMol25).

Structure (ORCA input):
```
! RIJCOSX wB97M-V def2-TZVPD def2/J DEFGRID3
* xyz 0 1
H 2.366 0.155 -1.311
N -0.751 2.188 0.753
C -0.432 1.387 -0.619
C 0.658 -2.054 0.423
H 1.719 -2.177 0.374
S 2.071 0.263 -0.048
S -2.061 -0.736 -0.116
H 0.367 2.360 1.072
H -1.227 1.472 -1.369
H 0.297 -2.257 1.409
H 0.552 1.668 -1.011
H -1.330 1.446 1.282
H 0.423 -2.609 -0.530
C -0.561 0.082 -0.248
N 0.565 -0.615 0.017
*
```

SMILES: CN(S)C(=S)CN
orbital gap: 8.6 eV
LUMO level: 0.27 eV

---

#Q
# C3H8N2S2

A molecular structure, C3H8N2S2 (ωB97M-V/def2-TZVPD, OMol25).

Structure (ORCA input):
```
! RIJCOSX wB97M-V def2-TZVPD def2/J DEFGRID3
* xyz 0 1
S 2.868 -0.609 0.112
H 3.132 -0.227 -1.544
H -1.432 -1.942 1.433
H 0.442 3.228 0.627
N 0.915 1.329 -0.142
C -0.113 2.375 0.250
H -0.667 2.745 -0.738
C 0.391 0.161 -0.262
N 1.190 -0.858 -0.088
C -1.653 -1.744 0.278
H 0.957 -1.869 -0.577
S -1.333 -0.119 -0.305
H -0.834 1.960 1.065
H -2.749 -1.919 0.121
H -1.115 -2.511 -0.229
*
```

orbital gap: 8.9 eV
LUMO level: 0.21 eV

---

Stability ranking, top and bottom: #P is the most stable and #Q is the least stable.

---

#P
# H2N2O2

H2N2O2 in the gas phase (ωB97M-V/def2-TZVPD, OMol25).

Structure (ORCA input):
```
! RIJCOSX wB97M-V def2-TZVPD def2/J DEFGRID3
* xyz 0 1
H -0.317 0.284 -1.428
H -1.195 -0.735 -0.411
N -0.274 -0.429 -0.714
N 0.433 0.191 0.601
O 0.056 -0.263 1.620
O 1.296 0.952 0.333
*
```

SMILES: N[N+](=O)[O-]
orbital gap: 11.8 eV
LUMO level: 0.59 eV

---

#Q
# H2N2O2

2 unconnected molecules or ions with the total composition H2N2O2 (ωB97M-V/def2-TZVPD, OMol25).

Structure (ORCA input):
```
! RIJCOSX wB97M-V def2-TZVPD def2/J DEFGRID3
* xyz 0 1
N 1.352 0.440 0.168
H 1.591 0.328 -0.815
O -1.326 -1.202 0.177
N -1.293 -0.047 0.009
H 1.635 -0.401 0.658
O -1.959 0.881 -0.197
*
```

orbital gap (alpha / beta): 10.7 / 8.8 eV
LUMO level (alpha / beta): -0.66 / -0.73 eV

---

Stability ranking, top and bottom: #P is the most stable and #Q is the least stable.

---

#P
# C26H38AsN4O8RuS7

A molecular structure, C26H38AsN4O8RuS7 (ωB97M-V/def2-TZVPD, OMol25).

Structure (ORCA input):
```
! RIJCOSX wB97M-V def2-TZVPD def2/J DEFGRID3
* xyz -2 2
S -2.639 -0.102 -4.117
C -1.261 -0.676 3.497
S 3.976 4.135 -1.085
S 0.594 4.078 -1.567
H -0.941 -0.397 5.635
H -2.298 -0.988 3.624
C -0.751 3.800 2.119
H -0.824 4.750 2.681
H -2.965 -2.637 -5.331
H -2.774 -0.875 0.158
H -1.871 4.752 0.532
C -1.041 -3.619 -5.279
N -2.796 -0.107 -2.485
H 0.956 -3.245 5.360
H -0.624 -1.554 3.383
C -1.921 -2.573 -5.061
O 0.043 0.489 1.919
O 1.001 -1.023 6.532
S 3.003 1.600 1.241
H 0.769 -5.465 -5.643
H -0.189 5.885 -0.195
H 3.072 -0.497 2.904
H 1.806 -4.443 0.355
N 0.572 3.626 1.549
H 2.075 -4.279 -5.798
H -2.826 -2.202 -2.596
H 1.694 -4.962 -4.218
H 1.527 6.037 -0.646
H 2.306 4.584 0.989
O 2.859 0.267 5.603
H -3.083 3.478 -1.212
H -1.897 0.191 -2.062
C 2.308 -3.747 2.281
H -0.937 2.971 2.807
C 2.420 -4.770 1.194
C -2.383 -1.580 -0.577
H 1.176 3.170 2.229
O -2.176 0.610 1.697
H -1.845 1.853 0.361
S 5.721 1.237 -1.041
C 1.242 4.827 1.087
H -2.503 -2.602 -0.213
H -1.215 4.001 -3.066
C -0.144 -1.273 -4.096
H -2.061 2.198 -1.906
N -1.514 2.770 0.016
O -0.069 -2.219 -0.479
N 0.573 0.564 4.637
H 3.353 -2.241 1.167
H -2.802 3.578 1.486
H 1.254 -5.029 3.641
As 3.771 2.032 -0.775
C -2.048 3.099 -1.289
C 0.761 5.359 -0.264
H 3.450 -4.855 0.848
C 0.732 -2.319 -4.323
C -1.189 4.163 -1.990
C 1.649 -4.034 3.472
H -4.207 -1.449 -1.772
H 1.147 5.646 1.824
H 1.762 -2.220 -4.017
S 2.289 1.081 -2.086
C -0.846 -1.303 -0.703
H -1.515 5.183 -1.780
C 2.833 -2.471 2.085
H 0.846 0.739 3.666
H 0.191 -0.364 -3.622
S 1.652 -0.471 5.363
H 2.073 -5.748 1.528
O -2.119 1.183 -4.500
C 2.674 -1.491 3.045
C -0.814 0.156 4.699
H -1.430 1.064 4.753
O -0.568 -0.120 -1.072
O -3.905 -0.480 -4.705
C 0.296 -3.501 -4.916
C 1.479 -3.052 4.434
C -1.825 3.775 1.020
H -1.397 -4.540 -5.722
Ru 0.786 1.601 -0.101
C -1.138 0.207 2.233
C 1.262 -4.623 -5.159
C 1.982 -1.788 4.204
C -3.117 -1.398 -1.904
C -1.461 -1.405 -4.486
*
```

orbital gap (alpha / beta): 5.0 / 5.7 eV
LUMO level (alpha / beta): 3.28 / 4.01 eV
expectation value of S²: 0.826

---

#Q
# C26H38AsN4O8RuS7

A molecular structure, C26H38AsN4O8RuS7 (ωB97M-V/def2-TZVPD, OMol25).

Structure (ORCA input):
```
! RIJCOSX wB97M-V def2-TZVPD def2/J DEFGRID3
* xyz -2 2
O 1.595 -1.157 -1.709
H 0.885 -4.214 -4.147
H 4.022 -0.401 -2.877
C -2.385 -3.564 -4.624
H -4.753 -3.587 -1.654
H 0.067 -7.608 -5.237
H -1.434 2.886 2.806
H -2.840 -4.238 -0.087
H -2.605 -0.194 0.832
H 7.367 -1.296 1.224
H -2.780 1.699 -2.751
C -3.195 0.896 -0.800
C 4.440 -2.635 0.095
C -1.076 -3.359 -4.228
H 1.831 -2.314 -3.072
C 6.320 -1.571 1.350
H -2.771 -1.648 -2.363
H 0.321 3.743 1.513
N -2.450 0.726 0.426
S -0.701 1.881 -1.636
H -2.133 -6.652 -5.941
C -1.426 1.901 2.305
C 3.054 -0.050 -3.242
H -1.460 1.130 3.083
H 0.329 3.905 -0.982
S 2.604 -2.758 3.714
H -3.326 -4.230 -2.490
C -1.832 -5.726 -5.468
O 1.841 1.022 -1.478
S 2.517 -0.136 1.236
S -0.434 -1.846 1.969
N 2.344 -2.331 -3.964
C 5.800 -2.416 -2.309
O -3.299 -1.068 -4.848
O 4.582 -2.948 -4.913
C -2.536 1.935 -1.716
C -2.658 1.776 1.399
H 1.398 2.603 0.643
H -3.183 -0.056 -1.323
S 3.692 -3.281 -3.821
C -1.416 -2.805 -0.953
C -0.512 -5.548 -5.064
H -2.822 2.712 0.858
O 3.236 -4.649 -3.777
C 4.501 -2.880 -2.276
H -3.811 -4.848 -5.522
H 6.226 -2.306 2.148
C 2.567 -0.961 -4.370
C 0.514 -6.617 -5.277
H 7.424 -1.636 -1.151
C 6.410 -2.019 -1.130
C -2.870 -3.277 -0.601
Ru 0.175 -0.326 0.042
H 6.304 -2.354 -3.263
O -4.921 -2.888 -4.659
H -4.248 1.186 -0.617
H -1.281 3.755 -0.259
H 5.756 -0.690 1.662
N -0.194 1.697 1.561
H 2.805 -3.389 -1.076
H -2.856 2.957 -1.507
H 3.296 -0.998 -5.188
C -0.341 3.236 -0.441
H 1.612 -0.578 -4.747
H -3.315 -2.529 0.059
H -0.795 -2.450 -3.718
C -3.697 -3.392 -1.880
H 3.162 0.973 -3.600
C 5.725 -2.094 0.078
H 0.982 -6.498 -6.252
H 0.515 1.403 2.242
S -3.641 -2.341 -4.269
C 3.816 -3.016 -1.081
C -2.772 -4.735 -5.244
H -3.550 1.608 2.027
N -3.630 -2.154 -2.634
H 3.928 -2.731 1.042
O -0.494 -3.598 -0.935
C 0.352 2.845 0.865
C 2.078 -0.054 -2.051
H 1.292 -6.532 -4.524
C -0.140 -4.354 -4.454
O -1.367 -1.578 -1.299
S 1.020 0.193 4.417
As 1.477 -1.189 2.843
*
```

orbital gap (alpha / beta): 5.5 / 5.9 eV
LUMO level (alpha / beta): 3.57 / 3.96 eV
expectation value of S²: 0.846

---

Stability ranking, top and bottom: #Q is the most stable and #P is the least stable.

---

#P
# C28H18N9S2Sn

A molecular structure, C28H18N9S2Sn (ωB97M-V/def2-TZVPD, OMol25).

Structure (ORCA input):
```
! RIJCOSX wB97M-V def2-TZVPD def2/J DEFGRID3
* xyz 1 1
H -0.599 4.735 3.450
C 0.272 -0.069 -5.840
C -0.389 4.120 2.591
C 2.326 -1.699 4.053
N -0.867 4.559 1.397
H 2.107 4.032 3.445
H 3.312 -0.029 4.975
C -0.142 -5.664 -0.392
C 1.530 -2.131 3.009
C 2.661 -0.367 4.181
C -2.910 -2.657 -1.167
N -1.819 -2.384 -0.489
H -0.285 -6.680 -0.734
C -0.952 -3.381 -0.171
N 0.963 -3.411 -5.311
C -1.154 -4.700 -0.613
H 2.181 -3.687 1.064
C 2.124 0.567 3.293
C -1.177 4.404 -1.019
N -1.814 5.579 -1.305
H -1.460 5.376 1.403
C 1.314 0.128 2.225
N 0.920 0.981 1.172
C -1.773 4.280 -3.064
C 1.022 -5.272 0.198
Sn -0.485 -0.381 -0.570
H -2.733 6.305 -3.092
S 1.094 -1.572 -2.171
H 2.697 -2.422 4.767
C 0.365 2.846 2.684
C 2.501 1.962 3.523
C 1.039 -1.253 2.035
H -0.187 2.131 3.313
C 0.702 -0.441 -3.422
C 0.542 2.177 1.350
C 1.215 -3.949 0.658
H 0.483 2.562 -0.706
H 1.832 -5.979 0.319
N 0.015 0.625 -6.723
C 0.225 -3.002 0.553
C -2.352 -4.968 -1.311
N -1.134 3.618 -2.069
C -3.238 -3.959 -1.572
H -1.950 6.381 -0.713
N 0.287 -1.656 0.952
H 1.260 -3.173 2.968
H 3.468 2.118 3.987
C 0.595 -0.927 -4.754
C 1.749 3.027 3.263
N 0.295 2.972 0.213
H -3.551 -1.819 -1.421
C -0.546 4.017 0.218
H -2.547 -5.977 -1.653
H -4.158 -4.139 -2.111
H -1.887 3.856 -4.047
S 0.415 1.184 -3.145
C 0.801 -2.297 -5.065
C -2.202 5.503 -2.609
*
```

orbital gap (alpha / beta): 4.6 / 4.7 eV
LUMO level (alpha / beta): -5.02 / -4.91 eV

---

#Q
# C28H18N9S2Sn

A molecular structure, C28H18N9S2Sn (ωB97M-V/def2-TZVPD, OMol25).

Structure (ORCA input):
```
! RIJCOSX wB97M-V def2-TZVPD def2/J DEFGRID3
* xyz 1 1
C 4.609 -0.885 1.779
C 1.325 4.884 -1.147
H 3.753 1.033 2.038
N -1.587 -1.535 -0.068
H 1.522 3.320 4.507
N -3.520 -2.781 -2.999
C -3.069 -2.418 1.343
C 1.262 -2.903 -1.215
N 1.133 6.204 -4.375
N 1.612 5.182 -0.077
C 1.042 5.438 -3.526
C -0.453 3.041 3.786
C -0.601 1.738 1.719
N -3.468 -2.648 0.049
C -1.230 2.486 2.749
C -2.544 -2.115 -0.785
C 0.899 2.867 3.746
S 2.144 1.883 -3.151
C 3.580 0.061 1.617
H -1.238 -1.855 -5.093
N 1.354 -1.749 -0.588
C 2.393 -1.486 0.238
H 5.312 -2.867 1.377
C -2.549 -2.215 -2.231
H 4.085 -4.409 -0.154
H -0.932 3.602 4.577
H 5.472 -0.610 2.370
H 0.399 -3.028 -1.860
C -1.891 -2.094 -4.270
H 2.592 2.030 2.804
H -4.411 2.195 1.577
C 3.304 -3.668 -0.271
C 0.937 4.463 -2.471
H -4.310 -3.132 -0.211
N -1.325 1.254 0.688
H -1.266 -1.355 2.036
N -1.552 -1.803 -2.981
C -2.629 2.638 2.685
H -3.702 -3.084 -5.118
C 3.428 -2.439 0.409
H -4.390 -3.181 -2.692
C -3.113 -2.704 -4.302
C -1.898 -1.736 1.251
C 2.413 -0.222 0.927
H 2.105 -4.845 -1.601
C -2.628 1.424 0.646
C 4.536 -2.129 1.224
H -3.131 3.189 3.470
C 0.811 1.451 1.752
C 2.220 -3.909 -1.072
Sn -0.018 0.088 -0.968
C 1.524 2.096 2.750
H -3.632 -2.763 2.192
C 1.096 3.020 -2.800
S -0.562 3.337 -2.513
N 1.264 0.538 0.816
C -3.337 2.099 1.641
H -3.138 1.009 -0.220
*
```

orbital gap: 6.3 eV
LUMO level: -3.32 eV

---

Stability ranking, top and bottom: #Q is the most stable and #P is the least stable.

---

#P
# C6H9N3

C6H9N3 in the gas phase (ωB97M-V/def2-TZVPD, OMol25).

Structure (ORCA input):
```
! RIJCOSX wB97M-V def2-TZVPD def2/J DEFGRID3
* xyz 0 1
H 1.933 -2.041 -0.104
C -0.196 0.916 1.739
C 1.078 1.108 0.922
H -2.075 -1.275 -2.053
H -0.756 -1.720 0.092
N -0.214 1.240 0.288
C 1.349 -1.150 -0.013
H -0.630 1.750 2.315
H 1.585 2.067 1.012
N -2.319 -0.261 -2.162
H 2.916 -0.102 0.989
C -1.642 0.523 -1.456
H -0.444 -0.123 1.998
H -1.833 1.594 -1.502
C -0.046 -1.109 -0.518
N -0.538 0.249 -0.649
H -0.054 -1.548 -1.524
C 1.886 -0.121 0.625
*
```

SMILES: [H]/N=C\N1CC=C[C@@H]2CN21
orbital gap: 9.5 eV
LUMO level: 0.87 eV

---

#Q
# C6H9N3

3 unconnected molecules or ions with the total composition C6H9N3 (ωB97M-V/def2-TZVPD, OMol25).

Structure (ORCA input):
```
! RIJCOSX wB97M-V def2-TZVPD def2/J DEFGRID3
* xyz 0 1
H -21.178 -2.996 -20.425
C -20.943 -2.729 -21.455
C -28.812 -0.729 -22.411
H -16.940 -1.384 -25.018
N -19.816 -4.795 -22.645
C -16.398 -0.691 -24.375
N -17.058 1.837 -24.659
H -30.761 -0.405 -23.400
H -20.351 -1.820 -21.560
C -29.727 -0.695 -23.589
C -20.315 -3.857 -22.112
H -29.748 -1.702 -24.004
H -21.893 -2.451 -21.912
H -15.374 -0.760 -24.742
H -16.402 -1.118 -23.372
C -16.708 0.719 -24.562
N -28.076 -0.738 -21.515
H -29.369 0.076 -24.272
*
```

SMILES: CC#N.CC#N.CC#N
orbital gap: 12.1 eV
LUMO level: 0.50 eV

---

#R
# C6H9N3

C6H9N3 in the gas phase (ωB97M-V/def2-TZVPD, OMol25).

Structure (ORCA input):
```
! RIJCOSX wB97M-V def2-TZVPD def2/J DEFGRID3
* xyz 0 1
H -4.065 0.097 -0.086
H 2.727 -1.348 -0.065
C 1.253 1.629 -0.024
H -2.943 -0.807 1.327
C 1.996 0.389 0.529
C -0.805 0.265 -0.183
H 1.842 2.555 -0.135
H -0.250 2.188 -0.990
N -2.077 0.640 -0.040
C -2.988 -0.233 0.286
H 0.970 -2.693 -0.754
H 3.128 0.690 0.385
H 1.760 0.317 1.503
N -0.327 -1.174 -0.188
H -3.037 -1.215 -0.463
N 1.905 -0.923 -0.137
C 0.104 1.259 -0.683
C 0.808 -1.635 -0.284
*
```

SMILES: C/N=C1/C=CCNC=N1
orbital gap: 8.7 eV
LUMO level: 0.32 eV

---

#S
# C6H9N3

C6H9N3 in the gas phase (ωB97M-V/def2-TZVPD, OMol25).

Structure (ORCA input):
```
! RIJCOSX wB97M-V def2-TZVPD def2/J DEFGRID3
* xyz 0 1
H -0.718 -3.403 -0.385
H -0.790 0.756 -1.271
C 0.143 -2.928 -0.832
H 0.188 -2.856 -1.945
C 0.757 0.086 1.084
H 0.762 4.388 -0.804
H 1.019 -3.477 -0.314
N -1.176 -0.956 -0.091
H 1.677 0.649 1.226
C 0.602 3.366 -0.325
H -1.800 -1.373 -0.789
N -1.132 0.416 -0.393
C 0.163 2.352 0.116
C -0.373 1.092 0.665
C 0.128 -1.533 -0.230
N 1.145 -0.928 0.188
H -1.087 1.278 1.452
H 0.367 -0.301 2.026
*
```

SMILES: C#C[C@@H]1CN=C(C)NN1
orbital gap: 9.5 eV
LUMO level: 0.93 eV

---

Stability ranking, top and bottom: #Q is the most stable and #R is the least stable.

---

#P
# C18H26N2O3S

C18H26N2O3S in the gas phase (ωB97M-V/def2-TZVPD, OMol25).

Structure (ORCA input):
```
! RIJCOSX wB97M-V def2-TZVPD def2/J DEFGRID3
* xyz 0 1
C 0.538 0.474 1.710
H 4.864 0.383 -0.859
C 3.878 -1.170 -1.955
C -0.774 1.240 1.883
H -2.391 -0.799 1.868
H 4.425 -1.645 -3.973
C 4.599 -0.869 -3.232
O -1.328 2.793 -0.225
C -4.274 1.250 -0.826
H -5.084 4.478 -1.747
H -5.325 2.987 -2.664
H -1.635 2.196 -2.851
H -3.194 4.072 -3.326
C -0.677 -1.336 0.682
H -0.837 -2.409 0.788
C 2.269 -2.459 -0.704
O 2.314 -1.453 3.029
H 4.254 0.081 -3.640
C -2.689 2.124 -2.575
O 1.079 -3.288 1.923
H -5.812 2.639 -0.245
H -2.709 -0.852 0.123
S 1.582 -1.946 1.902
H -2.652 4.053 -1.644
H -2.538 0.227 -1.608
H 1.553 -3.262 -0.626
H -0.278 -1.122 -0.325
C -2.820 1.247 -1.322
H -0.599 2.314 1.805
N 0.257 -0.942 1.707
H 1.015 0.787 0.767
H -4.171 3.162 0.154
N -1.707 0.858 0.838
C -3.257 3.527 -2.382
C 2.944 -2.198 -1.885
H -4.361 0.684 0.103
C 2.536 -1.690 0.411
C 3.464 -0.667 0.367
C 4.134 -0.412 -0.815
C -1.985 -0.559 0.880
C -4.702 3.467 -1.904
H 1.217 0.665 2.541
H -3.221 1.629 -3.392
H 3.659 -0.101 1.264
H 5.669 -0.783 -3.055
C -1.876 1.707 -0.216
C -4.782 2.672 -0.607
H -4.898 0.761 -1.579
H 2.744 -2.799 -2.760
H -1.217 1.000 2.853
*
```

SMILES: Cc1ccc(S(=O)(=O)N2CCN(C(=O)C3CCCCC3)CC2)cc1
orbital gap: 9.8 eV
LUMO level: 0.52 eV

---

#Q
# C18H26N2O3S

C18H26N2O3S in the gas phase (ωB97M-V/def2-TZVPD, OMol25).

Structure (ORCA input):
```
! RIJCOSX wB97M-V def2-TZVPD def2/J DEFGRID3
* xyz 0 1
C 0.931 4.749 -1.259
H -0.843 0.506 4.269
H -2.066 1.210 -2.924
C 0.926 0.471 -1.482
H -0.081 5.143 -1.223
S 0.837 -1.328 -1.575
C -0.263 -1.336 0.780
H 2.925 3.046 -0.629
H -3.312 -2.526 1.851
C -1.426 0.497 -2.410
C 2.070 1.133 -1.037
H 0.285 -0.393 0.834
C -2.500 -2.919 -0.118
C -2.338 -2.583 1.363
N -1.037 0.353 3.287
H -2.203 -0.455 1.063
H -1.066 3.120 -2.101
C -0.752 1.449 2.422
C -0.190 2.566 -1.795
N -0.520 -1.610 -0.614
H -0.801 3.664 2.550
C -0.426 2.775 3.032
H 1.424 5.160 -2.139
H 0.359 -2.124 1.230
C -0.205 1.179 -1.884
H -1.761 -3.360 1.866
O -1.480 -1.750 3.872
C 3.319 0.418 -0.634
C 0.923 3.253 -1.336
C 2.044 2.522 -0.972
O 0.513 -1.723 -2.916
H -1.240 -3.046 -1.891
H -0.395 2.846 4.108
C -1.370 -0.927 2.988
H 4.093 1.133 -0.364
H -1.142 -0.299 -3.092
H 1.477 5.089 -0.381
H -1.986 0.042 -1.595
C 0.652 1.987 2.346
H -1.336 1.446 1.511
H -3.152 -2.183 -0.592
C -1.142 -2.904 -0.814
H -2.955 -3.903 -0.233
C -1.604 -1.250 1.519
H 3.132 -0.244 0.208
H -0.504 -3.704 -0.411
H 1.020 2.329 1.391
O 1.984 -1.954 -0.977
H 3.677 -0.209 -1.446
H 1.401 1.516 2.964
*
```

SMILES: Cc1cc(C)c(S(=O)(=O)N2CCC[C@@H](C(=O)NC3CC3)C2)c(C)c1
orbital gap: 9.8 eV
LUMO level: 0.56 eV

---

Stability ranking, top and bottom: #P is the most stable and #Q is the least stable.